Entry 1:
88
Properties=species:S:1:pos:R:3 method="wB97M-V/def2-TZVPD" homo_ev="-12.06 / -12.87" charge=+2 homo_lumo_gap_ev="5.893 / 3.276" multiplicity=5 energy_ha=-7149.64286 e_lumo_ev="-6.17 / -9.59" fmax_ha_per_bohr=0.162 relative_energy_ev=5.552
C 1.5528 -1.1457 -0.2037
C 1.3072 -2.3570 -0.9104
C 1.1465 -2.0272 -2.2832
H 1.2115 -3.3404 -0.4615
C 1.2795 -0.6129 -2.4312
C 1.5302 -0.0716 -1.1378
H 1.6810 0.9721 -0.8881
H 1.7328 -1.0544 0.8588
H 0.9343 -2.7318 -3.0818
H 1.1744 -0.0403 -3.3428
Pd -0.2709 -1.0472 -1.1638
Si -4.2518 -0.8837 -1.0387
C -4.0266 -2.5277 0.0218
C -5.1667 -2.9620 0.7112
H -6.1110 -2.4190 0.6123
C -5.1262 -4.0907 1.5315
H -6.0250 -4.3916 2.0745
C -3.9541 -4.8491 1.6160
H -3.9337 -5.7494 2.2240
C -2.8175 -4.4447 0.9158
H -1.9244 -5.0766 0.8800
C -2.8184 -3.2074 0.2559
H -1.8415 -2.8492 -0.1215
C -3.0401 -1.5329 -2.5965
C -2.1832 -2.7773 -2.5757
H -2.3002 -3.5866 -1.8512
C -1.4295 -3.1235 -3.7587
H -0.9635 -4.1059 -3.8131
C -1.1741 -2.1376 -4.7521
H -0.4976 -2.3775 -5.5771
C -1.7267 -0.8721 -4.5770
H -1.4684 -0.0902 -5.2951
C -2.5261 -0.5231 -3.4852
H -2.8156 0.5267 -3.3382
H -3.0517 -0.1384 -0.5369
Si -3.3966 -2.9612 -3.9380
C -4.1778 -2.7731 -5.6427
C -4.5264 -3.9248 -6.3748
H -4.5062 -4.9032 -5.8774
C -4.9003 -3.8158 -7.7242
H -5.1527 -4.7208 -8.2842
C -4.9481 -2.5604 -8.3532
H -5.1850 -2.4876 -9.4239
C -4.6426 -1.4109 -7.6077
H -4.6434 -0.4341 -8.0971
C -4.3368 -1.5119 -6.2430
H -4.2195 -0.6000 -5.6478
C -4.4376 -4.3237 -3.1091
C -3.9392 -5.5870 -2.7723
H -2.9576 -5.9185 -3.1233
C -4.7315 -6.4542 -2.0068
H -4.3580 -7.4462 -1.7415
C -6.0144 -6.0789 -1.5946
H -6.6639 -6.7800 -1.0537
C -6.4898 -4.8060 -1.9235
H -7.4810 -4.4854 -1.5920
C -5.7049 -3.9312 -2.6798
H -6.0885 -2.9371 -2.9447
H -5.2087 -0.5040 0.0329
Cl -5.2557 0.6631 -2.1744
C -2.1681 4.1199 0.1513
As -1.3003 2.4234 -0.3852
C -0.0773 3.2394 -1.6749
C -0.0573 2.3512 1.2013
C 0.7687 3.4304 1.5154
C 1.5871 3.3721 2.6557
C 1.5753 2.2324 3.4674
C 0.7362 1.1467 3.1628
C -0.0929 1.2146 2.0443
As -1.2341 -0.3433 1.5771
C -0.7880 -1.7712 2.8355
C -3.0137 0.2688 2.1692
H -3.1496 4.1197 -0.3461
H -1.5531 4.9635 -0.1926
H -2.2885 4.1285 1.2435
H 0.1478 4.2627 -1.3587
H 0.8275 2.6340 -1.7639
H -0.6208 3.2451 -2.6275
H 0.7949 4.3156 0.8773
H 2.2434 4.2114 2.8959
H 2.2166 2.1861 4.3491
H 0.7137 0.2652 3.8097
H -1.0756 -1.4554 3.8430
H -1.3607 -2.6570 2.5353
H 0.2878 -1.9670 2.7736
H -2.9449 0.4853 3.2438
H -3.2824 1.1619 1.5902
H -3.7301 -0.5379 1.9647

=====

Entry 2:
92
Properties=species:S:1:pos:R:3 method="wB97M-V/def2-TZVPD" homo_ev="-19.35 / -19.35" charge=+4 homo_lumo_gap_ev="6.634 / 4.562" multiplicity=2 energy_ha=-8398.02657 e_lumo_ev="-12.71 / -14.79" fmax_ha_per_bohr=0.043 relative_energy_ev=0.000
W 0.7261 1.4213 0.0480
O 1.9585 0.2148 -2.3699
C 3.2799 0.7019 -2.6855
C 4.1129 0.7901 -1.4387
N 3.5137 1.6857 -0.4300
C 3.5239 3.0955 -0.8983
C 2.0908 3.3236 -0.5746
O 1.6935 3.6049 0.5392
O 1.2088 2.6628 -1.3558
C 4.0203 1.5104 0.9245
C 2.9825 1.6205 2.0301
O 3.0801 1.9473 3.1387
O 1.6345 1.0598 1.5916
H 1.5266 -0.0264 -3.2164
H 3.1975 1.6699 -3.1875
H 3.7823 0.0163 -3.3699
H 5.1024 1.1588 -1.7254
H 4.2356 -0.1926 -0.9852
H 3.7424 3.1651 -1.9603
H 4.1918 3.7337 -0.3248
H 4.8296 2.1904 1.1950
H 4.4086 0.4940 1.0281
C -3.1175 2.6271 1.5601
Ge -1.2332 3.1034 1.2774
C -0.3297 3.2390 3.0002
C -1.1815 4.6358 0.0769
Ge -1.7798 0.6295 -0.2406
C -2.8366 -0.5795 0.8246
C -2.6075 -0.8140 2.2064
C -3.5082 -1.6131 2.9542
C -4.5908 -2.2208 2.3231
C -4.7790 -2.0337 0.9499
C -3.9040 -1.2057 0.2078
C -2.6575 1.4845 -1.7010
C -1.8914 2.1538 -2.6626
C -2.5151 2.8362 -3.6933
C -3.9060 2.8624 -3.7641
C -4.6713 2.2068 -2.8052
C -4.0530 1.5171 -1.7750
H -3.4578 3.5841 1.9772
H -3.2873 1.8689 2.3207
H -3.7211 2.4471 0.6704
H -1.1095 3.3784 3.7502
H 0.3044 4.1238 2.9756
H 0.2776 2.3793 3.2748
H -0.9339 5.4908 0.7085
H -2.1719 4.7780 -0.3526
H -0.4538 4.5701 -0.7254
H -1.7958 -0.3323 2.7393
H -3.3713 -1.7044 4.0241
H -5.2838 -2.8165 2.9039
H -5.6112 -2.5009 0.4374
H -4.0863 -1.0805 -0.8511
H -0.7959 2.1479 -2.6235
H -1.9236 3.3517 -4.4387
H -4.3945 3.4001 -4.5667
H -5.7517 2.2362 -2.8591
H -4.6661 1.0319 -1.0321
C 5.2038 -3.1660 -0.5834
C 4.8744 -2.6088 0.6489
C 3.6182 -2.0546 0.8436
C 2.7021 -2.0445 -0.2019
C 3.0177 -2.6154 -1.4279
C 4.2708 -3.1783 -1.6165
As 0.9498 -1.3117 0.0011
C -0.2100 -2.2206 -1.2141
C -0.2975 -3.6077 -1.2033
C -1.1814 -4.2420 -2.0673
C -1.9805 -3.4967 -2.9328
C -1.8767 -2.1118 -2.9588
C -0.9768 -1.4770 -2.1097
C 0.4006 -1.8974 1.7825
C 1.0515 -1.4777 2.9295
C 0.7049 -1.9776 4.2130
C -0.3079 -2.8950 4.3651
C -1.0059 -3.3082 3.2285
C -0.6642 -2.7914 1.9342
H 6.1807 -3.6062 -0.7321
H 5.5883 -2.6258 1.4622
H 3.3737 -1.6579 1.8125
H 2.2944 -2.6282 -2.2373
H 4.5157 -3.6361 -2.5659
H 0.3225 -4.1992 -0.5394
H -1.2442 -5.3232 -2.0718
H -2.6648 -4.0019 -3.6023
H -2.4678 -1.5281 -3.6550
H -0.8217 -0.4159 -2.2235
H 1.8350 -0.7376 2.8864
H 1.2692 -1.6371 5.0724
H -0.5509 -3.3053 5.3369
H -1.7618 -4.0799 3.2971
H -1.2081 -3.1654 1.0847

=====

Entry 3:
96
Properties=species:S:1:pos:R:3 method="wB97M-V/def2-TZVPD" homo_ev="-12.74 / -12.74" charge=+2 homo_lumo_gap_ev="3.339 / 3.339" energy_ha=-7475.51913 e_lumo_ev="-9.40 / -9.40" fmax_ha_per_bohr=0.111 relative_energy_ev=2.225
Rb 16.9102 14.0974 14.8533
C 15.4059 9.3474 15.7886
C 16.1112 10.4691 16.1634
N 15.5121 11.6734 16.2758
C 14.1603 11.6684 16.1668
C 13.4497 10.4750 15.8978
N 14.0791 9.3811 15.5774
C 13.4266 12.9322 16.4229
C 12.2216 12.9208 17.1649
C 11.6598 14.1091 17.5728
C 12.2890 15.2878 17.2066
C 13.4421 15.2607 16.4142
N 14.0079 14.0888 16.0190
C 14.0901 16.4705 15.9147
C 13.3469 17.6863 15.7437
N 13.9768 18.8227 15.4752
C 15.3230 18.8401 15.3536
C 16.0152 17.6477 15.3966
N 15.3947 16.4746 15.6056
C 10.3676 14.1557 18.3079
C 9.5405 15.2614 18.3777
C 8.2995 15.1143 18.9631
N 7.8299 13.9748 19.5037
C 8.6140 12.9343 19.4719
C 9.9243 12.9686 18.9802
H 15.9472 8.4358 15.4966
H 17.2045 10.4834 16.3060
H 12.3782 10.4376 15.8598
H 11.8490 11.9727 17.5008
H 11.9048 16.2282 17.5818
H 12.2695 17.6356 15.6980
H 15.7564 19.7981 15.0533
H 17.0647 17.6538 15.0942
H 9.7462 16.1424 17.7803
H 7.5803 15.9350 19.0387
H 8.2265 12.0343 19.8972
H 10.4998 12.0312 18.9544
C 20.9723 13.5740 13.1060
C 20.1824 14.4074 12.1642
N 18.9204 14.6813 12.3257
C 18.4417 15.3828 11.2244
C 19.3883 15.5919 10.2581
S 20.9095 15.0298 10.7018
C 17.0412 15.7397 11.0559
C 16.5106 16.3997 9.9722
S 14.8436 16.6073 10.0534
C 14.8896 15.6828 11.5325
N 16.0970 15.3068 11.9565
C 13.5559 15.3509 12.1108
H 20.3813 12.6582 13.2645
H 21.2423 14.0466 14.0455
H 21.9401 13.3488 12.6150
H 19.2619 16.1083 9.3000
H 17.0695 16.7248 9.1023
H 12.9486 14.7083 11.4132
H 13.0007 16.2632 12.2162
H 13.5745 14.8878 13.1402
C 13.3559 9.2434 6.8762
C 13.8490 10.3036 7.8602
C 15.3748 10.3018 8.1774
C 15.7884 11.3472 9.1769
Ge 15.2460 11.2253 11.1888
C 15.7363 9.2388 11.5081
C 17.2209 9.0507 11.6795
C 17.5071 7.5609 12.0052
C 18.9716 7.1632 11.9132
H 12.2498 9.3015 6.8524
H 13.6003 8.1901 7.1461
H 13.7409 9.3477 5.8754
H 13.2814 10.1448 8.7611
H 13.6985 11.3447 7.5197
H 15.8843 10.5926 7.1907
H 15.7136 9.2783 8.4257
H 15.3137 12.3307 8.9378
H 16.8884 11.4667 9.2006
H 13.6611 11.0642 11.1017
H 15.4008 8.7005 10.5763
H 15.1360 8.8706 12.3682
H 17.7144 9.7329 12.4284
H 17.6840 9.3076 10.7025
H 16.9558 6.9754 11.2568
H 17.1532 7.3123 13.0253
H 19.3001 7.2432 10.8872
H 19.2431 6.1773 12.2469
H 19.5580 7.8891 12.4716
Br 22.8231 14.0720 19.3401
C 21.1634 14.0272 18.4588
C 19.9831 13.5583 19.0266
C 18.8790 13.4579 18.1972
N 18.8687 13.9839 16.9462
C 19.9908 14.4909 16.4548
C 21.1893 14.4875 17.1586
H 20.0057 13.1721 20.0784
H 17.9484 12.9790 18.6077
H 19.9025 14.8893 15.4147
H 22.1089 15.0472 16.7900